The following is a quantum chemistry calculation of a 17-piece molecular cluster, C103H213N7O17 overall in a non-equilibrium geometry, from OMol25.

```
340
Properties=species:S:1:pos:R:3
C -35.592 4.283 -11.437
C -33.993 4.477 -11.649
C -33.294 4.361 -10.298
C -31.771 4.201 -10.353
C -31.476 2.974 -11.258
C -32.221 2.940 -12.638
N -33.656 3.200 -12.340
O -34.396 2.984 -13.497
C -31.656 4.033 -13.591
C -32.039 1.554 -13.227
C -33.862 5.861 -12.450
H -36.137 4.500 -12.350
H -35.907 4.909 -10.564
H -35.612 3.242 -11.263
H -33.548 5.286 -9.771
H -33.689 3.518 -9.710
H -31.361 4.000 -9.330
H -31.278 5.110 -10.672
H -31.785 2.137 -10.675
H -30.412 2.850 -11.502
H -30.685 3.745 -13.938
H -32.375 4.230 -14.414
H -31.483 5.027 -13.113
H -32.356 1.467 -14.269
H -30.983 1.531 -13.330
H -32.554 0.852 -12.602
H -34.033 5.764 -13.540
H -32.884 6.330 -12.245
H -34.646 6.588 -12.051
H -34.071 3.710 -14.073
C -24.681 2.397 -2.527
C -23.237 2.075 -2.067
C -22.474 3.377 -1.656
C -21.085 3.178 -1.152
C -21.307 2.350 0.143
C -21.991 1.003 -0.011
N -23.290 1.314 -0.756
O -23.847 0.000 -1.026
C -21.100 0.007 -0.788
C -22.349 0.541 1.383
C -22.537 1.464 -3.359
H -25.262 2.917 -1.698
H -25.197 1.472 -2.599
H -24.727 2.913 -3.506
H -22.517 4.038 -2.527
H -23.108 3.834 -0.951
H -20.660 4.176 -0.967
H -20.470 2.634 -1.916
H -22.036 2.932 0.765
H -20.429 2.226 0.764
H -21.627 -0.783 -1.283
H -20.547 0.562 -1.507
H -20.405 -0.421 -0.047
H -23.102 -0.245 1.304
H -21.401 0.241 1.843
H -22.786 1.385 1.944
H -21.453 1.746 -3.428
H -23.026 1.907 -4.207
H -22.701 0.393 -3.393
H -24.483 -0.097 -0.332
C -27.672 6.700 -1.250
C -28.078 7.561 -2.516
C -29.537 7.653 -2.515
C -30.054 8.728 -3.482
C -29.407 10.030 -3.163
C -27.880 10.013 -3.107
N -27.492 8.842 -2.276
O -26.092 8.805 -2.205
C -27.314 9.979 -4.590
C -27.375 11.323 -2.591
C -27.609 6.839 -3.780
H -26.597 6.683 -1.120
H -27.997 5.687 -1.270
H -28.138 7.261 -0.402
H -29.990 6.645 -2.608
H -29.865 8.016 -1.520
H -31.129 8.777 -3.507
H -29.789 8.430 -4.525
H -29.678 10.307 -2.155
H -29.750 10.725 -3.891
H -27.681 9.174 -5.180
H -27.718 10.863 -5.056
H -26.245 10.158 -4.599
H -27.821 11.510 -1.607
H -26.322 11.285 -2.389
H -27.591 12.058 -3.339
H -26.516 6.677 -3.886
H -28.052 7.295 -4.724
H -28.070 5.818 -3.713
H -25.835 8.234 -2.970
C -36.189 2.832 -8.062
C -36.435 1.395 -8.364
C -35.565 0.801 -9.499
C -34.142 0.597 -9.007
C -34.107 -0.358 -7.783
C -34.862 0.223 -6.644
N -36.231 0.496 -7.154
O -36.868 1.231 -6.072
C -35.051 -0.864 -5.483
C -34.232 1.445 -6.058
C -37.906 1.269 -8.783
H -36.844 3.162 -7.261
H -36.484 3.389 -8.986
H -35.193 3.189 -7.816
H -36.056 -0.081 -9.785
H -35.565 1.371 -10.409
H -33.669 1.518 -8.724
H -33.632 0.237 -9.869
H -33.084 -0.423 -7.404
H -34.683 -1.316 -7.998
H -35.365 -0.392 -4.552
H -35.841 -1.620 -5.706
H -34.089 -1.402 -5.312
H -34.974 2.073 -5.575
H -33.404 1.280 -5.444
H -33.843 2.065 -6.902
H -38.529 1.551 -7.906
H -38.001 0.212 -8.981
H -38.247 1.829 -9.674
H -37.673 0.720 -5.975
C -26.026 0.651 -9.983
C -25.689 2.087 -9.811
C -24.321 2.348 -10.533
C -24.479 2.267 -12.034
C -25.517 3.333 -12.451
C -26.920 3.183 -11.822
N -26.711 3.092 -10.354
O -27.997 2.904 -9.753
C -27.741 4.485 -12.108
C -27.711 1.992 -12.404
C -25.500 2.266 -8.306
H -26.060 0.280 -11.033
H -27.058 0.417 -9.669
H -25.268 -0.019 -9.539
H -24.116 3.405 -10.241
H -23.623 1.599 -10.101
H -24.558 1.180 -12.366
H -23.584 2.602 -12.588
H -25.646 3.319 -13.557
H -25.175 4.416 -12.326
H -27.305 5.275 -11.411
H -27.733 4.811 -13.144
H -28.781 4.391 -11.879
H -28.487 1.665 -11.722
H -28.162 2.318 -13.365
H -27.051 1.130 -12.532
H -24.915 3.025 -7.993
H -25.042 1.329 -7.906
H -26.537 2.242 -7.893
H -28.091 3.629 -9.160
C -38.736 1.347 -0.935
C -37.248 1.874 -0.891
C -36.187 0.870 -1.321
C -34.828 1.504 -1.602
C -35.037 2.647 -2.603
C -36.038 3.705 -2.222
N -37.303 2.945 -1.916
O -38.369 3.924 -1.634
C -35.456 4.689 -1.086
C -36.320 4.531 -3.465
C -37.061 2.297 0.636
H -39.058 1.310 -1.967
H -39.488 1.902 -0.360
H -38.743 0.274 -0.488
H -36.056 0.060 -0.547
H -36.663 0.582 -2.262
H -34.121 0.766 -1.970
H -34.401 1.922 -0.699
H -35.290 2.144 -3.510
H -34.102 3.141 -2.851
H -34.973 4.167 -0.290
H -34.691 5.299 -1.591
H -36.252 5.283 -0.640
H -36.993 5.365 -3.360
H -35.414 5.054 -3.860
H -36.699 3.828 -4.205
H -36.042 2.583 0.951
H -37.274 1.406 1.190
H -37.846 2.968 0.995
H -38.688 3.974 -2.528
C -29.468 -0.691 -3.324
C -30.360 0.460 -3.887
C -29.548 1.716 -3.756
C -28.417 1.763 -4.752
C -28.823 1.459 -6.171
C -29.675 0.193 -6.343
N -30.773 0.275 -5.320
O -31.604 -0.885 -5.327
C -30.355 0.182 -7.704
C -28.728 -1.033 -6.297
C -31.599 0.644 -3.057
H -29.347 -0.653 -2.262
H -28.538 -0.630 -3.868
H -29.856 -1.713 -3.493
H -30.233 2.572 -3.937
H -29.201 1.804 -2.721
H -27.632 1.001 -4.487
H -27.899 2.734 -4.765
H -27.985 1.337 -6.841
H -29.356 2.345 -6.548
H -31.026 -0.690 -7.910
H -30.928 1.078 -7.817
H -29.522 0.192 -8.455
H -28.318 -1.206 -7.268
H -27.968 -0.757 -5.574
H -29.330 -1.973 -6.048
H -32.253 1.388 -3.464
H -31.381 0.956 -2.078
H -32.085 -0.289 -2.972
H -31.092 -1.711 -5.248
C -27.613 -6.149 0.858
C -28.699 -7.174 1.212
C -29.815 -6.299 1.771
O -29.759 -5.089 0.914
C -28.475 -5.062 0.313
H -26.919 -6.488 0.065
H -27.075 -5.910 1.754
H -28.435 -7.868 1.947
H -28.984 -7.724 0.256
H -29.657 -6.189 2.836
H -30.762 -6.812 1.635
H -28.064 -4.062 0.362
H -28.637 -5.170 -0.776
C -27.083 7.435 -7.798
C -28.559 7.573 -8.199
C -28.868 6.305 -8.993
O -28.054 5.293 -8.427
C -26.905 5.861 -7.763
H -26.763 7.882 -6.816
H -26.448 7.926 -8.547
H -28.769 8.486 -8.754
H -29.154 7.673 -7.302
H -28.583 6.434 -10.055
H -29.888 5.991 -8.877
H -25.969 5.639 -8.200
H -26.891 5.449 -6.771
C -28.388 -3.882 -8.877
C -27.522 -4.300 -7.738
C -28.185 -5.657 -7.355
O -29.586 -5.538 -7.643
C -29.604 -4.809 -8.869
H -27.906 -3.764 -9.912
H -28.774 -2.786 -8.665
H -27.581 -3.564 -6.930
H -26.489 -4.493 -8.180
H -28.086 -6.000 -6.311
H -27.661 -6.485 -7.928
H -30.557 -4.211 -8.900
H -29.581 -5.517 -9.762
C -32.801 -1.105 1.189
C -31.301 -0.956 1.071
C -31.031 -0.121 2.279
O -32.022 -0.467 3.259
C -33.007 -1.334 2.681
H -33.228 -1.968 0.562
H -33.343 -0.153 0.899
H -31.037 -0.555 0.088
H -30.883 -1.929 1.071
H -31.011 0.955 2.167
H -30.005 -0.432 2.699
H -34.052 -0.990 2.933
H -32.777 -2.433 2.843
C -38.042 -3.572 -1.151
C -37.057 -3.272 -2.278
C -35.878 -2.625 -1.506
O -36.237 -2.774 -0.110
C -37.679 -2.575 -0.098
H -38.168 -4.598 -0.737
H -39.084 -3.362 -1.410
H -37.456 -2.517 -2.970
H -36.855 -4.179 -2.863
H -35.873 -1.606 -1.733
H -34.890 -3.016 -1.690
H -37.913 -1.564 -0.444
H -38.148 -2.861 0.913
C -31.692 5.497 -0.335
C -31.999 5.004 1.061
C -31.907 3.479 0.938
O -30.917 3.269 -0.073
C -31.278 4.190 -1.098
H -30.947 6.267 -0.386
H -32.534 6.017 -0.884
H -32.878 5.445 1.482
H -31.224 5.462 1.656
H -32.890 3.031 0.569
H -31.612 2.875 1.803
H -32.027 3.677 -1.629
H -30.437 4.453 -1.723
C -21.781 -2.432 -4.412
C -21.607 -2.006 -5.932
C -22.948 -1.335 -6.257
O -23.530 -0.973 -5.035
C -23.251 -2.051 -4.175
H -21.138 -1.864 -3.747
H -21.764 -3.496 -4.279
H -21.384 -2.868 -6.558
H -20.795 -1.245 -6.037
H -23.693 -1.859 -6.913
H -22.777 -0.394 -6.754
H -23.888 -2.937 -4.360
H -23.489 -1.772 -3.149
C -27.662 1.797 1.112
C -28.036 1.346 -0.309
C -27.400 -0.047 -0.476
O -26.325 -0.095 0.515
C -26.326 1.097 1.350
H -28.474 1.525 1.783
H -27.622 2.881 1.089
H -27.635 2.054 -1.002
H -29.129 1.397 -0.424
H -27.092 -0.194 -1.567
H -28.053 -0.904 -0.153
H -25.499 1.771 1.246
H -26.352 0.648 2.350
C -32.422 4.099 -5.412
C -31.429 5.038 -4.602
C -30.710 5.712 -5.778
O -31.717 5.889 -6.784
C -32.453 4.703 -6.849
H -33.339 4.123 -4.866
H -32.159 3.008 -5.326
H -30.680 4.579 -3.916
H -32.007 5.743 -3.941
H -29.899 5.005 -6.073
H -30.209 6.641 -5.465
H -32.088 4.013 -7.550
H -33.496 4.983 -7.087
C -30.989 -4.445 -2.322
C -32.503 -4.464 -2.681
C -32.602 -3.517 -3.810
O -31.335 -3.542 -4.464
C -30.329 -4.343 -3.755
H -30.686 -5.424 -1.880
H -30.603 -3.616 -1.732
H -33.099 -4.137 -1.862
H -32.721 -5.475 -2.959
H -32.848 -2.575 -3.377
H -33.372 -3.795 -4.528
H -29.444 -3.791 -3.816
H -30.163 -5.290 -4.205
```

The multiplicity is 1. The calculation puts the HOMO-LUMO gap at 8.84 eV.

These are the Mulliken partial charges, in e, on atoms 1 to 2:
1 C -1.29
2 C 1.41

---

The following is a quantum chemistry calculation of C10H10AsF3GaN4O2S5 as an isolated structure in a non-equilibrium geometry, from OMol25.

```
36
Properties=species:S:1:pos:R:3
Ga -0.114 0.499 -0.989
C -1.315 -1.611 2.582
C -0.452 -1.136 1.463
N -0.813 -1.210 0.237
N -2.001 -1.753 -0.099
C -2.162 -2.157 -1.402
N -3.451 -2.287 -1.763
S -0.881 -2.571 -2.378
C 0.894 -0.574 1.643
C 1.593 -0.598 2.843
C 2.888 -0.108 2.878
C 3.454 0.395 1.719
C 2.682 0.409 0.568
N 1.444 -0.056 0.536
H -2.252 -1.049 2.561
H -0.850 -1.463 3.552
H -1.552 -2.669 2.448
H -2.814 -1.254 0.347
H -4.132 -1.739 -1.251
H -3.618 -2.427 -2.742
H 1.133 -0.991 3.736
H 3.445 -0.117 3.806
H 4.463 0.779 1.703
H 3.067 0.820 -0.358
S -4.031 0.752 0.890
As -2.727 2.066 -0.201
S -0.650 2.101 0.663
S -2.067 1.037 -2.114
S -3.598 3.937 -0.390
F 2.095 3.102 -4.068
C 2.038 2.471 -2.896
F 3.111 2.866 -2.171
F 0.951 2.908 -2.249
C 2.064 0.910 -3.043
O 2.835 0.451 -3.849
O 1.321 0.268 -2.214
```

The multiplicity is 1. The value obtained for the energy relative to the best compared isomer or geometry (same formula, charge and spin) is 0.356 eV. The total charge is -1. The calculation puts the HOMO-LUMO gap at 5.74 eV.

These are the Mulliken partial charges, in e, on atoms 1 to 2:
1 Ga 0.73
2 C -1.46

---

The following is a quantum chemistry calculation of C10H10BBr18FN2O2 as an isolated structure in a non-equilibrium geometry, from OMol25.

```
44
Properties=species:S:1:pos:R:3
N 1.059 4.739 -0.284
C 1.291 3.615 -0.291
C 1.450 2.153 -0.218
F 1.479 1.619 -1.487
C 2.741 1.780 0.570
C 2.362 1.136 1.841
N 1.962 0.626 2.791
B 3.690 0.744 -0.234
O 4.962 1.063 -0.617
O 3.265 -0.506 -0.570
H 0.593 1.726 0.303
H 3.314 2.679 0.799
H 5.277 1.868 -0.197
H 2.348 -0.623 -0.291
C -2.517 0.870 1.832
Br -1.453 2.419 2.265
Br -1.857 -0.044 0.269
Br -2.681 -0.327 3.328
H -3.510 1.226 1.594
C -5.888 -1.530 -1.143
Br -7.055 -2.119 0.266
Br -5.534 0.363 -1.031
Br -4.266 -2.567 -1.185
H -6.404 -1.702 -2.078
C 3.884 -2.344 3.022
Br 5.175 -1.601 1.801
Br 2.267 -2.855 2.104
Br 4.621 -3.816 4.024
H 3.623 -1.570 3.730
C 0.224 -3.505 -1.894
Br -0.957 -4.073 -0.479
Br 0.607 -1.620 -1.783
Br 1.840 -4.547 -1.930
H -0.290 -3.671 -2.830
C -7.384 -4.820 -3.727
Br -6.161 -6.161 -3.086
Br -8.569 -4.217 -2.331
Br -6.457 -3.353 -4.566
H -7.996 -5.279 -4.489
C 4.120 6.928 1.215
Br 5.360 8.267 1.825
Br 4.733 6.069 -0.394
Br 3.730 5.638 2.594
H 3.193 7.429 0.976
```

The multiplicity is 1. The calculation puts the HOMO-LUMO gap at 9.78 eV.

These are the Mulliken partial charges, in e, on atoms 1 to 2:
1 N -0.42
2 C -0.22

---

The following is a quantum chemistry calculation of C10H10BBrO2 as an isolated structure in a non-equilibrium geometry, from OMol25.

```
24
Properties=species:S:1:pos:R:3
B -1.943 -1.557 0.129
C 2.426 0.769 1.845
C 1.634 -0.255 2.330
C 2.012 1.490 0.742
C 0.424 -0.535 1.718
C 0.820 1.195 0.087
C 0.005 0.173 0.600
C 0.459 1.944 -1.106
C -0.440 1.538 -2.001
C -1.190 0.284 -1.888
C -1.337 -0.095 0.035
O -1.478 -2.469 -0.757
O -2.876 -1.807 1.068
Br -2.590 1.262 0.693
H 3.362 1.009 2.327
H 1.954 -0.830 3.187
H 2.628 2.292 0.362
H -0.208 -1.316 2.120
H 0.996 2.868 -1.270
H -0.638 2.134 -2.883
H -2.216 0.327 -2.224
H -0.673 -0.601 -2.238
H -1.858 -3.348 -0.736
H -3.264 -2.682 1.118
```

The multiplicity is 3. The calculation puts the HOMO-LUMO gap (alpha / beta) at 5.03 / 6.48 eV.

These are the Mulliken partial charges, in e, on atoms 1 to 2:
1 B 0.66
2 C -0.49

---

The following is a quantum chemistry calculation of C10H10BClF4Pd as an isolated structure in a non-equilibrium geometry, from OMol25.

```
27
Properties=species:S:1:pos:R:3
C 0.997 -1.163 1.404
C 0.964 -1.446 -0.020
C -0.445 -1.662 -0.423
H 1.801 -1.492 -0.679
C -1.195 -1.570 0.767
C -0.316 -1.325 1.862
H -0.592 -1.194 2.876
H 1.942 -1.016 1.980
H -0.778 -1.962 -1.432
H -2.231 -1.659 0.845
Pd 0.050 0.737 -1.845
Cl 2.293 1.200 -0.372
C 0.165 2.503 -2.689
C -1.087 1.881 -3.080
C -0.791 0.677 -3.768
H -2.072 2.302 -2.936
C 0.631 0.488 -3.775
C 1.225 1.629 -3.152
H 2.269 1.770 -2.916
H 0.267 3.381 -2.104
H -1.513 0.018 -4.259
H 1.179 -0.304 -4.252
F -1.534 -0.665 4.663
B -0.536 -0.328 5.624
F -1.069 -0.587 6.894
F 0.554 -1.232 5.333
F -0.178 1.017 5.453
```

The multiplicity is 5. The calculation puts the HOMO-LUMO gap (alpha / beta) at 8.32 / 5.55 eV.

These are the Mulliken partial charges, in e, on atoms 1 to 2:
1 C -0.35
2 C -0.42

---

The following is a quantum chemistry calculation of C10H10BaFIN3P as an isolated structure in a non-equilibrium geometry, from OMol25.

```
27
Properties=species:S:1:pos:R:3
N -1.171 -0.377 2.874
P 0.231 -0.730 2.176
C 0.170 0.044 0.477
C -0.926 -0.312 -0.504
C -2.091 -1.335 -0.158
C -2.506 -2.296 -1.338
F -2.168 -3.627 -0.933
C -0.853 0.405 -1.816
C 0.208 1.377 -2.123
C 1.292 1.730 -1.135
N 2.212 2.693 -1.545
C 3.076 2.906 -0.527
I 4.603 4.407 -0.868
C 3.087 2.242 0.819
N 2.173 1.309 1.161
C 1.244 1.046 0.159
H -1.691 -1.244 3.078
H 1.341 -0.213 2.929
H 0.411 -2.170 2.059
H -3.002 -0.720 0.098
H -1.902 -1.994 0.723
H -3.630 -2.266 -1.417
H -2.113 -2.004 -2.343
H -1.619 0.245 -2.610
H 0.193 1.906 -3.114
H 3.857 2.540 1.569
Ba -0.428 -3.563 2.310
```

The multiplicity is 1. The total charge is +2. The calculation puts the HOMO-LUMO gap at 5.57 eV.

These are the Mulliken partial charges, in e, on atoms 1 to 2:
1 N -0.30
2 P -0.40

---

Taking the records one at a time from the top gives E values of -155486.4885; -196138.0673; -1281766.0740; -85344.5441; -38078.6926; -35780.7382 eV.